DFT (ωB97M-V/def2-TZVPD) results for 2 unconnected molecules or ions with the total composition C62H64F6N5 at a distorted geometry.

Geometry as XYZ:
```
137
Properties=species:S:1:pos:R:3:forces:R:3
C -3.759 -4.818 3.119 -0.10 -0.23 -0.12
C -3.703 -3.297 2.923 0.23 0.37 -0.08
C -4.141 -2.600 4.212 0.07 0.07 0.02
C -4.525 -2.875 1.713 0.15 -0.30 0.24
C -5.885 -2.587 1.874 0.02 0.07 -0.31
C -6.714 -2.477 0.760 0.12 0.09 -0.29
C -6.179 -2.655 -0.516 -0.16 0.12 0.21
C -4.815 -2.858 -0.705 0.12 0.12 -0.58
C -4.275 -2.991 -2.134 0.31 -0.13 0.45
C -4.213 -1.640 -2.839 -0.09 0.24 -0.01
C -5.028 -4.041 -2.949 -0.08 -0.08 0.04
C -3.975 -2.924 0.415 -0.83 -0.34 0.06
N -2.582 -3.199 0.211 1.01 -0.97 0.08
N -2.227 -4.386 -0.337 1.99 0.32 -0.20
N -0.869 -4.377 -0.336 -2.74 1.39 0.29
C -0.165 -5.395 -1.070 0.06 -0.92 -0.72
C 0.699 -5.063 -2.150 -0.33 0.25 -0.02
C 0.705 -3.676 -2.800 0.44 0.18 0.47
C -0.545 -3.419 -3.651 -0.21 -0.15 -0.10
C 1.969 -3.464 -3.642 0.04 0.13 -0.05
C 1.477 -6.080 -2.712 -0.29 -0.05 0.21
C 1.296 -7.405 -2.320 -0.10 -0.17 0.18
C 0.299 -7.739 -1.410 0.20 0.25 -0.20
C -0.432 -6.737 -0.764 -0.20 -0.35 0.41
C -1.452 -7.192 0.292 0.13 0.52 -0.15
C -0.724 -7.800 1.488 0.12 -0.09 0.09
C -2.484 -8.170 -0.272 0.02 0.02 -0.11
C -0.379 -3.214 0.235 0.83 -2.17 -0.72
C 1.042 -3.054 0.450 0.99 0.15 0.30
C 1.869 -4.147 0.825 -0.75 0.57 -0.29
C 3.237 -3.992 0.919 0.09 0.23 -0.11
C 4.083 -5.155 1.376 0.40 -0.80 0.09
F 5.331 -5.121 0.820 -1.03 -0.09 0.52
F 4.249 -5.173 2.736 -0.15 0.01 -1.23
F 3.507 -6.353 1.026 0.65 1.14 0.41
C 3.831 -2.777 0.577 0.15 -0.08 0.00
C 3.031 -1.698 0.212 0.20 -0.15 0.21
C 3.677 -0.408 -0.213 0.15 0.28 -0.22
F 2.841 0.326 -1.025 0.87 -0.50 0.78
F 3.989 0.388 0.865 -0.21 -0.32 -0.91
F 4.836 -0.609 -0.906 -0.99 0.32 0.63
C 1.652 -1.802 0.232 -0.47 -0.60 -0.11
C -1.468 -2.406 0.535 -1.45 2.36 0.80
C -1.556 -1.116 1.037 -0.04 -1.28 -0.60
H -3.450 -5.360 2.215 -0.08 0.12 0.16
H -3.104 -5.129 3.943 -0.09 0.12 -0.16
H -4.782 -5.136 3.373 0.25 0.10 -0.13
H -2.669 -3.003 2.711 -0.05 -0.06 0.18
H -4.167 -1.512 4.078 -0.03 -0.19 0.09
H -5.133 -2.948 4.530 0.25 0.12 0.00
H -3.433 -2.833 5.017 -0.15 0.05 -0.14
H -6.302 -2.458 2.876 0.17 -0.18 -0.42
H -7.778 -2.255 0.874 0.34 -0.13 0.02
H -6.822 -2.624 -1.400 0.12 0.07 0.37
H -3.251 -3.357 -2.028 -0.16 0.11 -0.21
H -3.668 -0.907 -2.231 -0.09 -0.11 -0.12
H -3.702 -1.735 -3.804 -0.07 0.00 0.12
H -5.219 -1.244 -3.030 0.14 -0.05 0.05
H -4.957 -5.023 -2.465 -0.10 0.18 -0.09
H -6.088 -3.780 -3.064 0.19 -0.10 -0.02
H -4.593 -4.128 -3.951 -0.06 0.05 0.14
H 0.715 -2.927 -1.997 -0.01 -0.14 -0.23
H -1.472 -3.646 -3.107 0.25 0.05 -0.11
H -0.583 -2.367 -3.964 0.04 -0.21 0.10
H -0.525 -4.032 -4.564 -0.03 0.07 0.26
H 2.869 -3.749 -3.080 -0.18 0.10 -0.21
H 1.913 -4.059 -4.567 0.14 0.21 0.26
H 2.075 -2.411 -3.935 -0.12 -0.22 0.07
H 2.206 -5.841 -3.492 -0.39 -0.17 0.38
H 1.929 -8.182 -2.740 -0.17 0.10 -0.03
H 0.069 -8.785 -1.174 0.29 0.44 -0.11
H -2.002 -6.301 0.605 0.14 -0.34 0.16
H 0.094 -7.153 1.833 -0.17 -0.16 0.00
H -1.418 -7.960 2.320 0.09 0.01 -0.08
H -0.297 -8.774 1.214 0.00 0.19 0.12
H -3.058 -7.716 -1.088 0.13 -0.10 0.10
H -2.004 -9.085 -0.641 -0.15 0.13 0.02
H -3.187 -8.459 0.516 0.09 0.04 -0.09
H 1.415 -5.113 1.016 0.08 0.09 0.05
H 4.909 -2.684 0.583 -0.02 0.01 -0.02
H 1.014 -0.960 -0.003 0.14 0.00 -0.18
H -0.643 -0.566 1.176 -0.10 0.22 0.22
H -2.536 -0.675 1.159 0.20 0.12 0.12
C 3.491 9.126 5.137 0.02 0.24 -0.07
N 2.664 7.927 5.067 1.09 -0.87 -0.96
C 1.353 7.993 5.618 -1.38 -0.14 0.78
C 0.423 8.898 5.070 0.48 -0.27 -0.03
C -0.837 9.055 5.641 0.16 -0.21 0.26
C -1.181 8.307 6.773 0.17 0.02 -0.05
C -0.279 7.383 7.309 0.04 0.06 -0.29
C 0.969 7.200 6.713 0.33 0.43 -0.28
C 2.945 6.952 4.114 -0.74 0.62 0.65
C 2.638 5.602 4.416 -0.21 -0.66 -0.48
C 2.660 4.642 3.421 -0.16 0.21 0.41
C 2.879 4.993 2.043 -0.06 -0.15 -0.35
C 2.742 4.026 1.006 0.71 1.08 0.92
C 2.776 4.314 -0.392 -0.12 0.11 -1.54
C 3.351 3.418 -1.360 -0.19 -0.03 0.62
C 3.379 3.716 -2.712 -0.11 0.44 -0.19
C 2.717 4.867 -3.197 0.24 -0.03 0.46
N 2.657 5.102 -4.592 0.62 -0.42 -0.23
C 3.654 5.986 -5.195 -0.19 0.07 0.20
C 1.376 5.018 -5.202 -0.86 -0.02 -0.08
C 0.535 6.134 -5.283 -0.09 -0.30 0.11
C -0.762 5.989 -5.782 0.18 -0.11 -0.15
C -1.192 4.745 -6.254 0.18 0.01 0.02
C -0.336 3.639 -6.221 0.07 0.21 0.05
C 0.937 3.773 -5.680 0.30 0.48 0.25
C 2.137 5.756 -2.275 0.09 -0.12 0.00
C 2.193 5.506 -0.913 0.13 -0.13 0.11
C 3.316 6.346 1.800 0.15 0.35 0.42
C 3.449 7.271 2.829 0.34 -0.34 -0.81
H 4.529 8.852 4.921 -0.17 0.09 0.08
H 3.173 9.901 4.431 0.03 0.02 0.07
H 3.442 9.539 6.156 -0.03 -0.21 -0.38
H 0.709 9.460 4.178 -0.12 -0.05 0.31
H -1.536 9.775 5.214 0.16 -0.26 0.13
H -2.153 8.449 7.242 0.22 -0.03 -0.10
H -0.527 6.811 8.204 -0.04 0.12 -0.31
H 1.682 6.465 7.089 -0.25 0.32 0.16
H 2.413 5.357 5.461 0.07 -0.07 -0.70
H 2.479 3.600 3.692 -0.03 0.27 -0.17
H 2.679 2.985 1.315 0.03 0.01 -0.05
H 3.794 2.479 -1.028 -0.07 0.33 0.03
H 3.895 3.085 -3.451 -0.39 0.16 0.55
H 3.624 5.872 -6.284 0.00 -0.03 0.25
H 3.468 7.042 -4.949 0.16 -0.05 -0.06
H 4.649 5.705 -4.839 -0.09 0.09 -0.06
H 0.894 7.095 -4.909 -0.18 -0.22 -0.18
H -1.426 6.855 -5.813 0.16 -0.30 -0.03
H -2.194 4.634 -6.661 0.16 0.05 0.07
H -0.638 2.673 -6.621 -0.09 0.26 0.12
H 1.638 2.939 -5.603 -0.29 0.13 -0.11
H 1.660 6.664 -2.648 0.06 -0.31 0.16
H 1.755 6.224 -0.223 -0.12 -0.23 -0.20
H 3.546 6.651 0.773 0.17 -0.15 0.62
H 3.897 8.255 2.637 -0.48 -0.44 0.00
```
Positions in Å, forces in eV/Å.

Gap between HOMO and LUMO in eV: 2.977
Molar mass in g/mol: 993.22
F_max in eV Å⁻¹: 3.1
Net charge: +1

Atomic partial charges in e from the Mulliken method, atoms 1 to 6: number 1, C, carries -1.2373; number 2, C, carries 1.5217; number 3, C, carries -1.8761; number 4, C, carries 0.5215; number 5, C, carries -0.5400; number 6, C, carries -1.4038